# 1
ORCA calculation (ωB97M-V with the def2-TZVPD basis set) on 2 unconnected molecules or ions with the total composition C21H26N3 at a distorted geometry.

Results
Energy above the lowest of the compared OMol25 structures with the same formula, charge and spin (kcal per mole): 22.0
Net charge: +1

Geometry as XYZ:
```
50
Properties=species:S:1:pos:R:3:forces:R:3:mulliken_charge:R:1
C -4.522 -1.502 -0.625 -0.429 0.563 -0.028 -0.731
N -3.199 -2.110 -0.566 1.215 0.759 0.147 0.102
C -3.130 -3.561 -0.412 0.065 -0.393 0.030 -0.913
C -2.107 -1.353 -0.589 -0.524 -0.210 -0.031 -0.329
C -0.796 -1.866 -0.547 0.697 -0.278 0.355 -0.637
C 0.339 -1.098 -0.753 -1.383 -0.279 -0.559 0.270
C 1.645 -1.670 -0.954 1.279 -0.801 0.219 0.606
C 2.643 -1.029 -1.737 -0.570 -0.055 0.427 -0.126
C 3.900 -1.605 -1.903 -0.031 -0.172 0.121 -0.721
C 4.211 -2.822 -1.275 -0.502 0.189 -0.055 -0.359
C 3.231 -3.484 -0.521 -0.009 0.145 -0.005 -0.743
C 1.968 -2.921 -0.365 0.020 0.437 -0.313 -0.326
H -5.265 -2.302 -0.660 0.095 0.355 -0.020 0.230
H -4.705 -0.869 0.256 0.040 -0.290 -0.212 0.333
H -4.617 -0.871 -1.520 0.017 -0.259 0.216 0.331
H -4.155 -3.939 -0.476 0.447 -0.077 0.043 0.295
H -2.521 -4.012 -1.208 -0.220 0.161 0.181 0.360
H -2.696 -3.838 0.561 -0.187 0.128 -0.279 0.355
H -2.261 -0.268 -0.676 0.002 -0.431 -0.037 0.574
H -0.680 -2.940 -0.369 -0.074 0.435 -0.280 0.267
H 0.229 -0.026 -0.872 0.009 -0.270 -0.150 0.121
H 2.392 -0.080 -2.219 0.200 -0.267 0.167 0.315
H 4.649 -1.104 -2.520 -0.261 -0.156 0.233 0.395
H 5.205 -3.259 -1.383 -0.306 0.137 0.010 0.396
H 3.452 -4.442 -0.046 -0.016 0.321 -0.151 0.386
H 1.208 -3.425 0.236 0.380 0.065 -0.096 0.334
C -2.079 3.463 -2.013 0.123 -0.081 0.200 -0.525
C -2.369 3.783 -0.680 0.189 -0.117 -0.048 -0.707
C -1.534 3.338 0.351 0.014 -0.116 -0.571 -0.658
C -0.395 2.583 0.033 -0.150 -0.076 0.125 0.441
C 0.509 2.071 1.105 0.626 -0.798 0.313 0.464
N 1.216 1.000 0.894 -0.148 1.354 -0.025 -0.096
C 2.292 0.766 1.855 0.048 -0.051 -0.167 -0.749
C 1.945 1.107 3.296 -0.144 -0.407 0.263 -0.567
C 1.363 2.501 3.417 0.164 0.195 -0.157 -0.686
N 0.529 2.787 2.262 -0.358 0.550 -0.204 -0.180
C -0.077 2.306 -1.303 -0.399 0.111 -0.049 -0.252
C -0.931 2.723 -2.327 -0.045 0.088 0.347 -0.595
H -2.744 3.796 -2.810 0.179 -0.048 0.214 0.412
H -3.246 4.383 -0.434 0.202 -0.191 -0.132 0.425
H -1.777 3.561 1.392 -0.026 -0.091 -0.389 0.404
H 2.551 -0.293 1.751 0.255 0.183 0.203 0.273
H 3.178 1.374 1.580 -0.320 -0.321 -0.171 0.293
H 1.222 0.381 3.679 0.051 -0.004 -0.019 0.301
H 2.844 1.045 3.911 -0.104 -0.105 0.046 0.370
H 0.752 2.585 4.321 0.130 0.022 -0.078 0.347
H 2.166 3.249 3.476 -0.134 -0.119 0.024 0.355
H 0.012 3.655 2.277 0.241 -0.169 -0.031 0.199
H 0.837 1.754 -1.527 -0.224 0.282 0.109 0.529
H -0.684 2.480 -3.362 -0.124 0.149 0.259 0.416
```
Forces are in eV/Å.


# 2
ORCA calculation (ωB97M-V with the def2-TZVPD basis set) on a molecular structure, C21H26N3OOsS2.

Results
Energy above the lowest of the compared OMol25 structures with the same formula, charge and spin (kcal per mole): 0.0
Net charge: +3
<S²>: 6.0422
Multiplicity: 5

Geometry as XYZ:
```
54
Properties=species:S:1:pos:R:3:forces:R:3:mulliken_charge:R:1
Os -0.697 0.042 -0.282 -0.371 -0.409 -0.092 1.619
C 1.437 -2.681 -2.890 0.022 -0.028 -0.007 -0.754
C 0.457 -3.622 -3.194 -0.006 -0.017 -0.014 -0.537
C -0.809 -3.512 -2.637 0.004 -0.075 -0.059 -0.815
C -1.083 -2.457 -1.788 -0.001 0.108 0.108 0.673
N -0.121 -1.541 -1.512 0.177 -0.014 -0.072 -0.102
C 1.116 -1.651 -2.039 -0.123 -0.039 0.022 -0.425
C -2.337 -2.197 -1.072 -0.024 -0.022 0.016 1.441
C -3.440 -3.024 -1.101 -0.054 -0.073 0.017 -0.723
C -4.573 -2.701 -0.352 0.006 -0.023 -0.026 -0.789
C -4.604 -1.556 0.438 0.010 0.027 0.027 -0.932
C -3.515 -0.702 0.474 -0.035 -0.179 -0.047 -0.333
C -2.374 -1.013 -0.285 -0.130 0.354 -0.146 -0.300
H 2.436 -2.753 -3.298 -0.009 -0.002 -0.008 0.499
H 0.682 -4.446 -3.859 0.002 0.005 0.005 0.493
H -1.572 -4.244 -2.860 0.012 0.001 0.001 0.488
H 1.839 -0.897 -1.754 -0.010 0.023 0.003 0.572
H -3.435 -3.933 -1.688 -0.021 0.015 -0.007 0.452
H -5.434 -3.354 -0.385 0.009 -0.007 0.012 0.449
H -5.486 -1.326 1.022 -0.002 -0.007 -0.007 0.467
H -3.552 0.185 1.090 -0.008 0.025 -0.035 0.436
C 2.866 0.848 3.173 -0.006 -0.007 0.001 -1.137
C 3.005 -0.512 2.513 0.053 0.089 0.028 -0.552
S 1.504 -1.291 1.927 0.042 -0.028 -0.172 0.392
O 0.949 -0.247 0.878 0.301 0.281 0.325 -0.471
C 0.400 -1.228 3.364 -0.116 0.038 0.001 -0.670
C -0.498 -0.007 3.463 0.054 0.038 -0.022 -0.669
H 3.867 1.233 3.366 0.006 -0.012 -0.002 0.399
H 2.355 0.790 4.133 -0.018 -0.005 -0.007 0.300
H 2.357 1.562 2.527 -0.007 -0.014 -0.001 0.281
H 3.419 -1.274 3.182 0.044 0.011 -0.014 0.522
H 3.636 -0.484 1.622 0.035 -0.026 0.020 0.438
H 1.072 -1.320 4.220 -0.004 -0.010 0.010 0.514
H -0.182 -2.148 3.301 0.001 -0.004 0.002 0.474
H 0.056 0.920 3.588 0.036 -0.002 0.002 0.266
H -1.154 -0.135 4.323 0.018 -0.001 0.010 0.435
H -1.140 0.088 2.585 -0.059 -0.042 -0.008 -0.123
C -2.959 5.266 -3.558 0.044 -0.027 0.009 -1.405
C -2.325 3.974 -3.184 -0.061 0.102 0.054 0.715
C -1.767 3.078 -4.066 0.019 -0.009 -0.063 -1.023
C -1.163 1.916 -3.588 0.029 -0.062 0.020 0.899
N -1.127 1.665 -2.261 0.097 -0.056 -0.047 -0.006
C -1.682 2.521 -1.427 -0.025 0.036 0.104 0.169
S -1.604 2.138 0.271 0.121 0.019 0.039 -0.450
N -2.265 3.652 -1.862 -0.010 0.037 -0.015 0.062
C -0.563 0.914 -4.507 -0.027 0.011 0.011 -1.252
H -3.283 5.246 -4.596 -0.007 -0.004 -0.002 0.399
H -2.225 6.070 -3.451 0.007 -0.009 0.004 0.345
H -3.809 5.499 -2.918 -0.012 -0.018 -0.004 0.434
H -1.792 3.285 -5.127 0.004 0.000 0.008 0.502
H -2.670 4.290 -1.184 -0.014 0.000 0.006 0.326
H -1.350 0.240 -4.859 0.000 0.003 0.010 0.300
H 0.197 0.324 -3.999 0.003 0.001 0.002 0.225
H -0.134 1.394 -5.384 0.002 0.003 -0.001 0.486
```
Forces are in eV/Å.


| no. | E (eV) |
| --- | --- |
| 1 | -26662.672 |
| 2 | -52827.329 |